[1]
{"formula": "C9H7Cl4NO2", "method": "the ωB97M-V functional and the def2-TZVPD basis", "symbols": ["C", "C", "C", "N", "C", "O", "C", "O", "C", "Cl", "C", "Cl", "C", "Cl", "C", "Cl", "H", "H", "H", "H", "H", "H", "H"], "xyz": [[2.57, 2.99, -3.28], [1.55, 2.37, -2.62], [1.49, 1.99, -1.14], [0.27, 2.80, -0.67], [-0.79, 2.11, 0.47], [-1.37, 3.20, 0.88], [-1.71, 1.25, -0.47], [-1.96, 1.66, -1.61], [-2.30, 0.06, 0.10], [-3.69, -0.56, -0.70], [-1.82, -0.52, 1.27], [-2.61, -1.87, 1.93], [-0.65, 0.03, 1.92], [-0.05, -0.78, 3.33], [-0.10, 1.22, 1.49], [1.23, 1.93, 2.31], [2.38, 3.23, -4.37], [3.51, 3.22, -2.79], [0.54, 2.25, -3.13], [1.28, 0.90, -0.95], [2.42, 2.28, -0.59], [-0.43, 3.00, -1.42], [0.55, 3.74, -0.27]], "e_homo_ha": -0.3281, "gap_ha": 0.2749, "charge": 0, "smiles": "C=CC[NH2+][C@@]1([O-])C(=O)C(Cl)=C(Cl)C(Cl)=C1Cl", "lumo_ha": -0.05317, "total_energy_ev": -65118.1517}

***

[2]
{"formula": "C5H10O", "method": "the ωB97M-V functional and the def2-TZVPD basis", "symbols": ["C", "C", "O", "C", "C", "C", "H", "H", "H", "H", "H", "H", "H", "H", "H", "H"], "xyz": [[0.25, 2.00, -0.66], [0.32, 0.50, -0.93], [0.39, 0.08, -2.07], [0.30, -0.43, 0.27], [0.37, -1.89, -0.15], [-0.92, -0.15, 1.16], [0.59, 2.26, 0.34], [0.84, 2.52, -1.42], [-0.79, 2.32, -0.76], [1.20, -0.18, 0.85], [1.23, -2.08, -0.79], [-0.53, -2.17, -0.72], [0.43, -2.54, 0.73], [-1.85, -0.26, 0.59], [-0.90, 0.86, 1.59], [-0.95, -0.86, 1.99]], "e_homo_ha": -0.3503, "gap_ha": 0.3856, "charge": 0, "smiles": "CC(=O)C(C)C", "lumo_ha": 0.03536, "relative_energy_kj_mol": 0.7, "total_energy_ev": -7394.7580}

***

[3]
{"formula": "C14H21NO3S", "method": "the ωB97M-V functional and the def2-TZVPD basis", "symbols": ["C", "C", "O", "C", "C", "C", "N", "C", "O", "C", "C", "C", "C", "S", "C", "C", "C", "O", "C", "H", "H", "H", "H", "H", "H", "H", "H", "H", "H", "H", "H", "H", "H", "H", "H", "H", "H", "H", "H", "H"], "xyz": [[2.05, 3.37, 3.97], [0.97, 3.98, 3.08], [0.14, 3.02, 2.45], [0.70, 2.36, 1.33], [0.58, 3.19, 0.04], [1.16, 2.44, -1.16], [0.50, 1.18, -1.38], [1.11, -0.01, -1.15], [2.31, -0.10, -0.95], [0.25, -1.22, -1.26], [0.86, -2.39, -1.69], [0.18, -3.58, -1.81], [-1.16, -3.62, -1.46], [-2.18, -5.06, -1.56], [-1.06, -6.34, -2.19], [-1.80, -2.47, -1.00], [-1.11, -1.27, -0.89], [-1.69, -0.12, -0.42], [-2.99, -0.18, 0.12], [1.59, 2.71, 4.70], [2.76, 2.80, 3.39], [2.58, 4.17, 4.49], [1.43, 4.64, 2.33], [0.28, 4.58, 3.68], [0.13, 1.44, 1.23], [1.75, 2.10, 1.51], [-0.47, 3.41, -0.13], [1.12, 4.13, 0.15], [1.07, 3.06, -2.06], [2.22, 2.21, -0.99], [-0.51, 1.19, -1.43], [1.91, -2.33, -1.94], [0.70, -4.46, -2.16], [-0.69, -6.06, -3.17], [-0.24, -6.50, -1.49], [-1.66, -7.24, -2.26], [-2.84, -2.54, -0.72], [-3.73, -0.41, -0.64], [-3.05, -0.91, 0.93], [-3.18, 0.82, 0.52]], "e_homo_ha": -0.3011, "gap_ha": 0.3263, "charge": 0, "smiles": "CCOCCCNC(=O)c1ccc(SC)cc1OC", "lumo_ha": 0.02515, "relative_energy_kj_mol": 71.6, "total_energy_ev": -33326.4922}

***

[4]
{"formula": "C63H140N8O3", "method": "the ωB97M-V functional and the def2-TZVPD basis", "symbols": ["N", "O", "O", "O", "C", "C", "C", "C", "N", "C", "C", "C", "C", "C", "H", "H", "H", "H", "H", "H", "H", "H", "H", "H", "H", "H", "H", "H", "H", "H", "H", "H", "H", "H", "C", "C", "C", "C", "N", "C", "C", "C", "C", "C", "H", "H", "H", "H", "H", "H", "H", "H", "H", "H", "H", "H", "H", "H", "H", "H", "H", "H", "H", "H", "C", "C", "C", "C", "N", "C", "C", "C", "C", "C", "H", "H", "H", "H", "H", "H", "H", "H", "H", "H", "H", "H", "H", "H", "H", "H", "H", "H", "H", "H", "C", "C", "C", "C", "N", "C", "C", "C", "C", "C", "H", "H", "H", "H", "H", "H", "H", "H", "H", "H", "H", "H", "H", "H", "H", "H", "H", "H", "H", "H", "C", "C", "C", "C", "N", "C", "C", "C", "C", "C", "H", "H", "H", "H", "H", "H", "H", "H", "H", "H", "H", "H", "H", "H", "H", "H", "H", "H", "H", "H", "C", "C", "C", "C", "N", "C", "C", "C", "C", "C", "H", "H", "H", "H", "H", "H", "H", "H", "H", "H", "H", "H", "H", "H", "H", "H", "H", "H", "H", "H", "C", "C", "C", "C", "N", "C", "C", "C", "C", "C", "H", "H", "H", "H", "H", "H", "H", "H", "H", "H", "H", "H", "H", "H", "H", "H", "H", "H", "H", "H"], "xyz": [[-1.13, 1.08, 0.34], [-0.50, 1.78, 1.18], [-0.53, 0.21, -0.31], [-2.33, 1.31, 0.13], [-12.43, 3.28, -6.99], [-12.34, 3.10, -5.46], [-11.61, 1.92, -4.91], [-10.11, 1.80, -5.24], [-9.51, 0.44, -4.77], [-8.05, 0.28, -5.26], [-7.80, -1.21, -5.18], [-9.08, -1.85, -5.54], [-10.17, -0.76, -5.39], [-9.50, 0.30, -3.25], [-11.45, 3.46, -7.44], [-12.96, 4.22, -7.18], [-12.78, 2.42, -7.55], [-13.35, 3.03, -5.04], [-11.87, 4.01, -5.07], [-12.19, 1.05, -5.22], [-11.78, 1.96, -3.83], [-9.57, 2.59, -4.72], [-10.00, 1.89, -6.32], [-7.41, 0.80, -4.56], [-8.08, 0.69, -6.27], [-7.49, -1.44, -4.15], [-7.03, -1.64, -5.81], [-9.26, -2.75, -4.94], [-8.94, -2.25, -6.55], [-10.99, -1.04, -4.73], [-10.38, -0.45, -6.41], [-9.23, -0.71, -2.94], [-10.53, 0.53, -2.99], [-8.82, 1.09, -2.92], [-11.36, -3.54, 8.15], [-10.93, -2.11, 7.65], [-9.77, -1.97, 6.60], [-8.38, -2.61, 7.02], [-7.36, -2.55, 5.87], [-7.75, -3.31, 4.57], [-6.54, -3.79, 3.83], [-5.39, -3.51, 4.80], [-6.04, -3.28, 6.16], [-7.04, -1.09, 5.52], [-10.59, -4.31, 8.22], [-12.11, -3.99, 7.50], [-11.91, -3.37, 9.08], [-10.61, -1.75, 8.63], [-11.83, -1.54, 7.44], [-9.70, -0.92, 6.29], [-10.03, -2.47, 5.67], [-8.41, -3.66, 7.34], [-7.95, -1.99, 7.80], [-8.29, -2.62, 3.92], [-8.44, -4.13, 4.78], [-6.42, -3.27, 2.88], [-6.66, -4.85, 3.62], [-4.74, -2.64, 4.70], [-4.74, -4.39, 4.85], [-5.38, -2.74, 6.84], [-6.28, -4.29, 6.49], [-6.16, -1.04, 4.87], [-6.86, -0.47, 6.39], [-7.89, -0.72, 4.93], [7.25, 9.43, 6.07], [6.92, 8.93, 7.46], [5.49, 9.17, 7.93], [4.44, 8.46, 7.06], [3.04, 8.21, 7.83], [1.97, 7.60, 6.88], [1.11, 6.66, 7.82], [1.93, 6.44, 9.12], [3.23, 7.21, 9.04], [2.52, 9.57, 8.48], [8.27, 9.79, 5.95], [6.74, 10.32, 5.70], [7.05, 8.70, 5.29], [7.51, 9.50, 8.17], [7.15, 7.86, 7.50], [5.27, 10.21, 8.15], [5.44, 8.72, 8.92], [4.81, 7.45, 6.87], [4.21, 8.93, 6.11], [1.44, 8.38, 6.34], [2.37, 6.97, 6.08], [0.17, 7.16, 8.06], [1.11, 5.65, 7.40], [1.35, 6.85, 9.95], [2.18, 5.39, 9.32], [3.60, 7.65, 9.96], [3.98, 6.50, 8.67], [1.59, 9.37, 9.00], [2.43, 10.22, 7.61], [3.27, 9.91, 9.19], [5.58, 3.40, 1.99], [6.43, 2.23, 2.55], [5.55, 1.13, 3.16], [6.26, -0.01, 3.96], [5.44, -1.27, 4.47], [4.36, -0.94, 5.53], [4.30, -2.06, 6.55], [5.72, -2.52, 6.71], [6.40, -2.22, 5.29], [4.80, -2.00, 3.28], [6.11, 4.32, 1.71], [4.98, 3.93, 2.73], [5.00, 3.10, 1.11], [7.27, 2.62, 3.13], [6.80, 1.75, 1.65], [4.95, 0.70, 2.35], [4.96, 1.68, 3.89], [6.70, 0.38, 4.88], [7.06, -0.45, 3.35], [3.44, -0.64, 5.04], [4.68, -0.05, 6.06], [3.68, -2.87, 6.16], [3.86, -1.76, 7.50], [5.80, -3.58, 6.94], [6.16, -1.95, 7.52], [6.52, -3.12, 4.69], [7.39, -1.77, 5.35], [4.09, -1.29, 2.86], [4.26, -2.85, 3.70], [5.51, -2.29, 2.51], [0.70, -9.47, -3.72], [1.51, -9.00, -2.57], [2.91, -9.72, -2.59], [2.77, -11.28, -2.26], [4.24, -11.99, -2.22], [4.19, -13.35, -1.56], [5.54, -13.59, -0.94], [6.31, -12.29, -1.06], [5.27, -11.23, -1.40], [4.75, -12.12, -3.69], [0.41, -10.51, -3.57], [1.22, -9.36, -4.67], [-0.26, -8.96, -3.81], [1.04, -9.34, -1.65], [1.38, -7.92, -2.51], [3.56, -9.22, -1.87], [3.36, -9.50, -3.56], [2.29, -11.80, -3.09], [2.31, -11.32, -1.28], [4.01, -14.04, -2.38], [3.34, -13.43, -0.89], [6.05, -14.41, -1.45], [5.38, -13.87, 0.10], [7.13, -12.50, -1.75], [6.74, -12.19, -0.07], [5.70, -10.34, -1.85], [4.65, -10.94, -0.55], [4.00, -12.53, -4.36], [5.49, -12.93, -3.63], [5.23, -11.23, -4.10], [10.75, -1.52, -11.00], [11.17, -2.54, -9.89], [10.50, -2.29, -8.53], [9.00, -2.63, -8.67], [8.15, -2.55, -7.39], [6.60, -2.34, -7.61], [6.04, -1.67, -6.41], [7.19, -0.96, -5.69], [8.43, -1.19, -6.64], [8.47, -3.79, -6.46], [11.37, -1.69, -11.88], [10.74, -0.50, -10.61], [9.70, -1.71, -11.24], [12.23, -2.57, -9.63], [10.92, -3.56, -10.18], [10.85, -1.29, -8.29], [10.86, -2.92, -7.71], [8.81, -3.68, -8.92], [8.41, -2.17, -9.47], [6.19, -3.33, -7.81], [6.49, -1.78, -8.54], [5.47, -2.30, -5.73], [5.31, -0.92, -6.70], [7.47, -1.53, -4.81], [7.09, 0.12, -5.54], [9.40, -1.33, -6.17], [8.42, -0.39, -7.38], [8.00, -3.58, -5.50], [9.54, -3.93, -6.31], [8.02, -4.71, -6.85], [-0.35, 6.01, -5.04], [-1.53, 5.71, -4.03], [-2.49, 6.94, -3.80], [-3.49, 6.62, -2.70], [-4.42, 7.81, -2.45], [-5.35, 7.42, -1.25], [-4.48, 7.68, 0.01], [-3.29, 8.59, -0.40], [-3.58, 8.98, -1.85], [-5.22, 8.26, -3.67], [-0.69, 5.96, -6.07], [0.38, 5.23, -4.86], [0.15, 6.95, -4.80], [-1.23, 5.42, -3.02], [-2.04, 4.84, -4.44], [-3.06, 7.27, -4.67], [-1.78, 7.71, -3.50], [-3.12, 6.32, -1.72], [-4.22, 5.88, -3.05], [-6.15, 8.17, -1.27], [-5.77, 6.42, -1.35], [-5.17, 8.12, 0.72], [-4.20, 6.74, 0.48], [-3.25, 9.37, 0.35], [-2.33, 8.07, -0.31], [-4.38, 9.72, -1.83], [-2.68, 9.29, -2.39], [-5.83, 7.47, -4.11], [-4.64, 8.48, -4.56], [-5.85, 9.13, -3.49]], "e_homo_ha": -0.5080, "gap_ha": 0.2328, "charge": 6, "lumo_ha": -0.27524, "relative_energy_kj_mol": 0.0, "total_energy_ev": -85604.3115}

***

[5]
{"formula": "C3H2I4O", "method": "the ωB97M-V functional and the def2-TZVPD basis", "symbols": ["C", "C", "C", "O", "I", "I", "I", "I", "H", "H"], "xyz": [[-0.09, -0.30, 0.76], [-1.28, 0.02, 0.07], [1.33, 0.30, -0.26], [0.27, -0.81, 1.70], [-2.40, -1.79, -0.46], [1.04, 2.41, -0.49], [3.05, -0.28, 0.88], [1.24, -0.73, -2.12], [-2.09, 0.54, 0.64], [-1.08, 0.63, -0.72]], "e_homo_ha": -0.3380, "gap_ha": 0.3023, "charge": 0, "lumo_ha": -0.03568, "relative_energy_kj_mol": 32.0, "total_energy_ev": -37591.4705}

***

[6]
{"formula": "C2H9NO4", "method": "the ωB97M-V functional and the def2-TZVPD basis", "symbols": ["N", "C", "C", "O", "O", "H", "H", "H", "H", "H", "O", "H", "H", "O", "H", "H"], "xyz": [[-2.23, -0.22, 2.68], [-1.45, 0.69, 1.89], [-0.63, -0.03, 0.87], [-0.76, -1.23, 0.62], [0.09, 0.74, 0.11], [-2.81, -0.82, 2.10], [-1.67, -0.91, 3.17], [-0.89, 1.50, 2.39], [-2.13, 1.38, 1.33], [0.38, 0.21, -0.72], [0.91, -1.23, -1.39], [1.48, -1.71, -2.00], [0.47, -1.67, -0.64], [3.04, 1.35, -3.69], [3.99, 1.38, -3.92], [3.23, 1.16, -2.75]], "e_homo_ha": -0.3595, "gap_ha": 0.3780, "charge": 0, "smiles": "NCC(=O)O.O.O", "lumo_ha": 0.01852, "relative_energy_kj_mol": 62.4, "total_energy_ev": -11900.1824}